The following is a DFT calculation (the ωB97M-V functional and the def2-TZVPD basis) of a molecular structure, C43H78In2N4O11 at a distorted geometry.

Atoms and positions in Å:
In 16.205 -18.524 -14.206
In 18.301 -20.767 -19.092
C 18.197 -20.857 -15.599
O 18.372 -19.770 -16.277
O 18.047 -21.946 -16.244
O 17.966 -20.819 -14.332
C 18.711 -17.100 -18.416
C 17.770 -16.082 -18.084
C 17.023 -15.402 -19.170
O 15.976 -14.849 -19.013
C 17.580 -15.512 -20.509
C 18.733 -16.338 -20.815
C 19.088 -17.401 -19.770
O 19.624 -18.405 -20.137
O 19.340 -16.251 -21.836
O 17.483 -15.855 -16.937
H 19.220 -17.619 -17.612
H 17.042 -15.072 -21.346
C 22.453 -23.950 -18.289
C 21.226 -23.211 -17.735
C 21.139 -23.376 -16.243
C 22.157 -22.625 -15.405
C 22.156 -21.146 -15.800
C 22.163 -20.870 -17.293
N 21.260 -21.774 -18.014
O 21.180 -21.488 -19.410
C 21.649 -19.444 -17.479
C 23.623 -20.918 -17.823
C 20.017 -23.839 -18.390
H 23.382 -23.504 -17.937
H 22.494 -23.781 -19.371
H 22.364 -25.011 -18.091
H 20.133 -23.100 -15.899
H 21.186 -24.438 -15.965
H 23.149 -23.069 -15.523
H 21.871 -22.727 -14.357
H 23.061 -20.677 -15.395
H 21.346 -20.638 -15.264
H 20.760 -19.301 -16.855
H 22.385 -18.746 -17.077
H 21.362 -19.146 -18.485
H 23.622 -21.207 -18.879
H 24.058 -19.921 -17.831
H 24.296 -21.578 -17.281
H 20.058 -24.916 -18.215
H 19.977 -23.702 -19.472
H 19.065 -23.455 -18.003
H 22.096 -21.480 -19.747
C 21.002 -16.487 -11.913
C 20.218 -17.751 -12.286
C 20.936 -18.973 -11.726
C 20.614 -19.264 -10.264
C 19.112 -19.220 -9.993
C 18.371 -17.971 -10.498
N 18.827 -17.752 -11.865
O 18.016 -16.847 -12.598
C 16.914 -18.411 -10.569
C 18.561 -16.746 -9.607
C 20.230 -17.906 -13.817
H 21.977 -16.397 -12.377
H 21.118 -16.501 -10.823
H 20.410 -15.577 -12.060
H 20.846 -19.888 -12.317
H 22.010 -18.758 -11.783
H 21.171 -18.600 -9.606
H 20.870 -20.302 -10.049
H 19.051 -19.131 -8.901
H 18.612 -20.135 -10.296
H 16.227 -17.567 -10.705
H 16.700 -19.081 -11.409
H 16.618 -18.941 -9.663
H 19.626 -16.677 -9.376
H 18.276 -15.831 -10.129
H 18.031 -16.814 -8.660
H 19.427 -17.379 -14.327
H 20.130 -18.957 -14.106
H 21.218 -17.618 -14.185
H 18.014 -15.996 -12.121
C 15.955 -23.649 -18.171
C 15.074 -23.370 -19.384
C 13.841 -22.690 -18.771
C 12.925 -22.083 -19.828
C 13.684 -21.127 -20.757
C 14.987 -21.679 -21.321
N 15.715 -22.465 -20.324
O 16.978 -22.914 -20.782
C 14.715 -22.479 -22.590
C 15.847 -20.470 -21.712
C 14.630 -24.679 -20.045
H 16.918 -24.113 -18.427
H 15.447 -24.339 -17.501
H 16.230 -22.707 -17.691
H 13.231 -23.372 -18.177
H 14.148 -21.881 -18.095
H 12.134 -21.461 -19.395
H 12.359 -22.870 -20.336
H 13.838 -20.171 -20.251
H 12.969 -20.944 -21.564
H 15.510 -23.182 -22.842
H 13.786 -23.070 -22.598
H 14.472 -21.871 -23.470
H 15.246 -19.670 -22.149
H 16.153 -19.989 -20.771
H 16.647 -20.761 -22.387
H 15.491 -25.177 -20.508
H 13.831 -24.582 -20.777
H 14.245 -25.415 -19.332
H 16.839 -23.665 -21.391
C 18.436 -25.758 -15.791
C 17.504 -25.925 -14.573
C 18.087 -26.976 -13.624
C 19.071 -26.478 -12.582
C 18.515 -25.251 -11.867
C 18.140 -24.118 -12.829
N 17.341 -24.651 -13.891
O 16.723 -23.773 -14.600
C 17.317 -23.104 -12.021
C 19.441 -23.446 -13.327
C 16.122 -26.417 -14.976
H 17.921 -25.354 -16.661
H 19.156 -24.968 -15.531
H 19.040 -26.634 -15.991
H 17.294 -27.562 -13.155
H 18.620 -27.723 -14.216
H 19.335 -27.262 -11.878
H 19.996 -26.188 -13.095
H 19.310 -24.900 -11.209
H 17.645 -25.563 -11.283
H 17.809 -22.937 -11.066
H 16.312 -23.466 -11.812
H 17.251 -22.178 -12.593
H 19.184 -22.699 -14.077
H 20.203 -24.141 -13.674
H 19.897 -22.929 -12.480
H 15.447 -26.441 -14.113
H 15.597 -25.722 -15.639
H 16.071 -27.395 -15.450
H 17.398 -23.246 -15.146

Computed properties:
Lowest unoccupied orbital energy, eV: -9.882
Net charge: +2
Energy, a.u.: -3111.211933
HOMO level, eV: -12.66

***

The following is a DFT calculation (the ωB97M-V functional and the def2-TZVPD basis) of a molecular structure, CH4INS at a distorted geometry.

Atoms and positions in Å:
C -1.847 -0.272 0.609
N -0.944 -0.461 1.446
S 1.828 -0.037 -1.394
I -0.076 1.214 2.254
H -2.267 0.771 0.258
H -2.011 -1.173 0.151
H 2.945 -0.392 -0.716
H 2.371 0.350 -2.609

Computed properties:
Lowest unoccupied orbital energy, eV: 0.097
Net charge: 0
Energy, a.u.: -791.061577
HOMO level, eV: -9.40

***

The following is a DFT calculation (the ωB97M-V functional and the def2-TZVPD basis) of a molecular structure, C3H3LiO4Pr at a distorted geometry.

Atoms and positions in Å:
C 1.590 0.720 -0.038
C 0.734 -0.314 -0.712
O -0.330 -0.828 0.076
C -1.505 -0.092 0.310
O -1.567 1.121 0.392
O -2.482 -0.876 0.265
O 1.300 1.308 0.981
H 2.565 0.886 -0.537
H 1.369 -1.165 -0.989
H 0.364 0.132 -1.650
Pr -1.668 -3.081 0.507
Li -0.370 2.188 1.394

Computed properties:
Lowest unoccupied orbital energy (alpha / beta), eV: -17.602 / -15.473
Net charge: +3
Energy, a.u.: -940.490911
HOMO level (alpha / beta), eV: -21.61 / -21.68
Spin multiplicity: 3

***

The following is a DFT calculation (the ωB97M-V functional and the def2-TZVPD basis) of a molecular structure, C19H23BeBrN6O3S at a distorted geometry.

Atoms and positions in Å:
Be 0.055 -0.203 0.579
C 3.107 4.764 1.125
C 2.344 4.235 2.336
N 1.040 3.698 2.016
C 0.795 2.509 1.429
S -0.786 1.919 1.520
N 1.784 1.915 0.778
N 1.509 0.729 0.271
C 2.300 0.233 -0.635
C 3.506 0.973 -1.121
C 1.931 -1.073 -1.101
C 2.419 -1.680 -2.266
C 2.032 -2.975 -2.549
C 1.159 -3.628 -1.685
C 0.664 -2.921 -0.599
N 1.039 -1.692 -0.319
H 4.030 5.233 1.457
H 3.337 3.940 0.461
H 2.522 5.497 0.578
H 2.945 3.449 2.806
H 2.192 5.038 3.061
H 0.221 4.162 2.370
H 3.911 1.536 -0.282
H 4.256 0.288 -1.509
H 3.227 1.687 -1.897
H 3.074 -1.137 -2.933
H 2.406 -3.478 -3.429
H 0.868 -4.650 -1.858
H -0.052 -3.361 0.080
Br -6.479 -0.518 -3.961
C -4.597 -0.588 -3.653
C -3.744 -0.758 -4.731
C -2.380 -0.787 -4.505
C -1.882 -0.661 -3.220
C -2.749 -0.501 -2.145
C -4.121 -0.462 -2.362
C -2.231 -0.414 -0.731
O -3.025 -0.547 0.198
O -0.981 -0.232 -0.621
H -4.142 -0.862 -5.730
H -1.702 -0.909 -5.338
H -0.819 -0.696 -3.035
H -4.788 -0.334 -1.522
C -1.290 -2.060 5.179
N -0.459 -1.713 4.053
C -0.900 -1.176 2.891
N -2.181 -0.887 2.743
O -0.054 -0.995 1.985
H -0.680 -2.558 5.929
H -2.088 -2.740 4.869
H -1.735 -1.167 5.627
H 0.531 -1.896 4.093
H -2.838 -0.968 3.496
H -2.503 -0.582 1.805

Computed properties:
Lowest unoccupied orbital energy, eV: -0.081
Net charge: 0
Energy, a.u.: -4279.255989
HOMO level, eV: -7.22

***

The following is a DFT calculation (the ωB97M-V functional and the def2-TZVPD basis) of 3 unconnected molecules or ions with the total composition C4H13O4 at a distorted geometry.

Atoms and positions in Å:
C 1.293 1.279 0.542
O 2.059 2.008 -0.423
C -0.205 1.456 0.381
C -0.985 0.605 1.402
C -1.724 -0.587 0.738
O -0.862 -1.344 -0.072
H 1.425 0.203 0.380
H 1.642 1.658 1.497
H 1.534 2.128 -1.219
H -0.506 1.222 -0.637
H -0.449 2.497 0.649
H -0.272 0.175 2.125
H -1.612 1.194 2.079
H -2.520 -0.186 0.093
H -1.907 -1.270 1.582
H 0.473 -1.975 0.291
H 1.712 -2.272 -0.549
O 1.345 -2.536 0.304
H -1.649 0.083 -2.159
H -0.821 -1.001 -1.442
O -0.918 -0.503 -2.409

Computed properties:
Lowest unoccupied orbital energy, eV: 3.763
Net charge: -1
Energy, a.u.: -461.174760
HOMO level, eV: -4.42

***

The following is a DFT calculation (the ωB97M-V functional and the def2-TZVPD basis) of a molecular structure, C20H23BrGe2NNiO4S2 at a distorted geometry.

Atoms and positions in Å:
Ni 1.789 -1.030 -0.438
O 1.963 -6.350 2.507
C 1.831 -5.208 1.810
C 0.608 -4.730 1.348
C 0.588 -3.544 0.645
N 1.691 -2.836 0.379
C 2.847 -3.313 0.836
Br 4.340 -2.230 0.437
C 2.985 -4.478 1.549
H 1.106 -6.774 2.628
H -0.314 -5.266 1.534
H -0.337 -3.128 0.275
H 3.948 -4.819 1.898
O 2.504 3.741 -1.475
S 3.214 2.646 -0.897
O 3.114 2.461 0.526
O 4.402 2.185 -1.541
S 1.749 0.856 -1.677
C -1.515 -1.855 -2.138
Ge -1.858 0.084 -2.153
C -3.741 0.374 -1.653
C -1.550 0.735 -3.973
Ge -0.239 1.191 -0.699
C 0.008 0.215 1.013
C -1.029 -0.521 1.598
C -0.821 -1.256 2.755
C 0.436 -1.272 3.358
C 1.470 -0.532 2.810
C 1.261 0.210 1.644
C -0.636 3.078 -0.392
C -1.558 3.722 -1.215
C -1.853 5.066 -1.034
C -1.224 5.779 -0.020
C -0.307 5.144 0.806
C -0.016 3.799 0.622
H -2.042 -2.323 -2.971
H -1.883 -2.307 -1.215
H -0.449 -2.066 -2.242
H -4.388 -0.129 -2.374
H -3.988 1.436 -1.643
H -3.957 -0.031 -0.663
H -2.224 0.236 -4.672
H -0.519 0.527 -4.262
H -1.705 1.811 -4.049
H -2.014 -0.520 1.143
H -1.638 -1.816 3.193
H 0.597 -1.847 4.262
H 2.443 -0.515 3.285
H 2.070 0.821 1.252
H -2.052 3.178 -2.013
H -2.567 5.556 -1.684
H -1.445 6.829 0.122
H 0.190 5.698 1.591
H 0.712 3.320 1.266

Computed properties:
Lowest unoccupied orbital energy (alpha / beta), eV: -0.101 / -0.116
Net charge: 0
Energy, a.u.: -10164.214121
HOMO level (alpha / beta), eV: -8.42 / -8.37
Spin multiplicity: 2

***

The following is a DFT calculation (the ωB97M-V functional and the def2-TZVPD basis) of 2 unconnected molecules or ions with the total composition C11H21NO at a distorted geometry.

Atoms and positions in Å:
C -0.372 -1.510 -1.476
C -0.692 0.720 0.005
C -0.670 0.308 1.447
C 0.509 1.048 0.837
C -1.383 -2.506 -1.405
C -1.736 1.613 -0.598
C -0.455 -1.064 1.977
C -1.490 1.022 2.461
C 0.724 2.521 1.135
C 1.807 0.191 0.790
C 2.392 -1.094 -3.562
N 0.661 -1.178 -1.986
O 1.343 -1.892 -3.061
H -1.031 -3.492 -0.819
H -1.600 -2.843 -2.446
H -2.328 -2.050 -0.997
H -1.603 2.592 -0.117
H -2.688 1.168 -0.326
H -1.667 1.568 -1.662
H 0.184 -0.962 2.825
H -0.119 -1.871 1.248
H -1.367 -1.509 2.342
H -1.443 0.536 3.467
H -2.548 1.023 2.093
H -1.219 2.131 2.581
H 1.070 2.638 2.180
H -0.118 3.036 1.091
H 1.533 2.898 0.438
H 2.737 0.708 0.479
H 1.696 -0.726 0.256
H 1.984 -0.208 1.853
H 3.298 -1.556 -2.966
H 2.034 -0.053 -3.446
H 2.557 -1.205 -4.637

Computed properties:
Lowest unoccupied orbital energy (alpha / beta), eV: 0.332 / 0.629
Net charge: 0
Energy, a.u.: -561.423642
HOMO level (alpha / beta), eV: -7.38 / -7.55

***

The following is a DFT calculation (the ωB97M-V functional and the def2-TZVPD basis) of 2 unconnected molecules or ions with the total composition C5H8O2.

Atoms and positions in Å:
O 2.226 -0.037 0.347
C 1.404 0.843 0.303
C 0.408 1.126 1.407
C -1.003 1.024 0.872
O -1.833 0.271 1.312
H 1.328 1.507 -0.583
H 0.549 0.426 2.232
H 0.570 2.159 1.749
H -1.232 1.694 0.016
C 0.239 -1.552 -1.439
C -1.047 -1.462 -1.122
H 0.917 -2.211 -0.903
H 0.678 -0.958 -2.237
H -1.723 -0.790 -1.647
H -1.481 -2.040 -0.310

Computed properties:
Lowest unoccupied orbital energy, eV: 0.520
Net charge: 0
Energy, a.u.: -345.728825
HOMO level, eV: -10.07
SMILES: O=CCC=O.C=C